The following is a DFT calculation (ωB97M-V with the def2-TZVPD basis set) of a cluster of 10 separate species, C25H68B2Cl2NO17 in total.

Lowest unoccupied orbital energy in hartree: 0.057
Calculated total energy in eV: -89718.951
Highest occupied orbital energy in eV: -4.83

```
! RIJCOSX wB97M-V def2-TZVPD def2/J DEFGRID3
* xyz -1 1
C 7.37 -0.19 -0.26
C 6.87 1.33 -0.46
O 5.53 1.55 0.04
C 5.36 2.93 0.48
C 3.76 3.21 0.52
O 3.23 3.21 1.87
C 1.82 3.57 1.87
C 0.86 2.33 1.46
O -0.51 2.77 1.21
C -0.99 1.90 0.16
C -2.58 1.76 0.07
O -3.40 2.93 0.05
B -4.74 2.34 -0.25
C -6.02 3.36 -0.18
Cl -5.64 4.96 -1.08
C -7.40 2.78 -0.78
C -7.88 3.47 -2.15
Cl -7.41 0.96 -1.08
O -4.74 1.19 0.71
C -3.37 0.79 1.08
C -3.29 -0.80 0.91
C -2.71 -1.30 -0.50
C -2.91 -2.86 -0.78
C -1.50 -3.62 -1.00
O -0.49 -3.05 -1.44
O -1.40 -5.00 -0.63
B -3.38 1.10 2.67
N -4.46 0.54 3.58
O -2.39 1.94 3.36
H 8.36 -0.29 -0.81
H 7.56 -0.32 0.86
H 6.59 -0.94 -0.63
H 6.86 1.55 -1.60
H 7.59 2.05 0.09
H 5.88 3.58 -0.31
H 5.82 3.05 1.52
H 3.30 2.40 -0.15
H 3.60 4.23 -0.01
H 1.60 4.43 1.15
H 1.56 3.88 2.93
H 1.28 1.94 0.46
H 0.92 1.52 2.27
H -0.58 2.33 -0.83
H -0.57 0.82 0.26
H -2.71 1.37 -1.02
H -4.77 1.89 -1.36
H -6.15 3.68 0.92
H -8.21 3.00 0.00
H -8.25 4.54 -2.02
H -7.11 3.34 -3.00
H -8.80 2.86 -2.49
H -4.33 -1.25 1.09
H -2.59 -1.21 1.73
H -3.21 -0.72 -1.36
H -1.61 -0.96 -0.53
H -3.46 -2.95 -1.78
H -3.55 -3.40 0.00
H -2.18 -5.17 -0.05
H -5.36 0.47 3.09
H -4.18 -0.36 3.98
H -2.25 1.53 4.25
C 0.32 -7.96 -1.67
O -1.05 -7.62 -1.81
H 0.57 -8.74 -2.39
H 0.94 -7.08 -1.88
H 0.51 -8.32 -0.66
H -1.24 -6.92 -1.17
C -7.62 3.01 -6.37
O -6.68 2.64 -5.37
H -8.48 3.47 -5.89
H -7.17 3.72 -7.06
H -7.95 2.12 -6.91
H -5.94 2.23 -5.82
C 10.23 2.28 1.00
O 9.70 1.04 1.46
H 9.80 2.51 0.03
H 9.97 3.07 1.71
H 11.32 2.20 0.91
H 10.10 0.86 2.32
C -6.69 -3.31 -2.33
O -5.51 -2.52 -2.25
H -6.47 -4.23 -2.88
H -7.03 -3.57 -1.32
H -7.47 -2.76 -2.86
H -5.74 -1.72 -1.76
C -3.81 4.01 5.99
O -2.94 4.13 4.88
H -3.85 4.97 6.51
H -4.81 3.74 5.65
H -3.43 3.25 6.67
H -2.92 3.26 4.43
C 1.56 4.28 -2.44
O 2.77 4.74 -1.84
H 1.30 3.32 -1.99
H 0.76 5.00 -2.25
H 1.71 4.16 -3.51
H 2.99 5.59 -2.25
C 13.48 2.89 3.35
O 12.11 3.19 3.17
H 13.77 2.10 2.65
H 14.09 3.78 3.16
H 13.65 2.54 4.37
H 11.88 3.89 3.80
C -1.36 -10.59 1.39
O -2.32 -9.62 0.99
H -1.82 -11.26 2.12
H -1.05 -11.17 0.52
H -0.50 -10.10 1.84
H -1.89 -9.04 0.35
C 3.97 -6.79 -2.02
O 3.42 -8.01 -1.56
H 3.51 -6.54 -2.98
H 3.75 -5.99 -1.30
H 5.05 -6.89 -2.14
H 3.84 -8.21 -0.71
*
```

---

The following is a DFT calculation (ωB97M-V with the def2-TZVPD basis set) of a cluster of 10 separate species, C25H68NO27S8 in total.

Lowest unoccupied orbital energy in hartree: 0.028
Calculated total energy in eV: -170469.475
Highest occupied orbital energy in eV: -1.38

```
! RIJCOSX wB97M-V def2-TZVPD def2/J DEFGRID3
* xyz -1 1
N 0.59 -0.77 -0.13
H 0.85 -0.32 0.73
H -0.23 -0.32 -0.52
H 0.36 -1.73 0.08
H 1.31 -0.65 -0.83
C 0.16 -6.74 0.71
O -0.93 -6.21 0.41
O 1.09 -6.03 1.12
O 0.28 -7.98 0.46
O -5.96 -1.17 -3.09
S -7.07 -1.72 -3.83
O -7.30 -3.18 -3.78
O -8.46 -0.79 -3.46
C -9.69 -1.49 -3.26
C -10.76 -0.49 -3.52
C -6.92 -1.21 -5.60
H -9.72 -1.81 -2.22
H -9.75 -2.39 -3.87
H -10.64 0.40 -2.89
H -11.74 -0.83 -3.19
H -10.78 -0.19 -4.57
H -7.90 -1.50 -5.99
H -6.15 -1.86 -6.01
H -6.86 -0.14 -5.79
O 7.42 -1.41 6.38
S 6.39 -2.26 7.00
O 6.74 -3.13 8.13
O 5.09 -1.29 7.53
C 4.83 -0.17 6.75
C 3.54 0.55 7.25
C 5.56 -3.25 5.68
H 4.75 -0.44 5.69
H 5.68 0.50 6.89
H 3.44 1.57 6.88
H 3.54 0.56 8.34
H 2.66 0.02 6.89
H 6.16 -4.15 5.52
H 5.39 -2.63 4.80
H 4.65 -3.68 6.09
O -5.84 7.73 -3.95
S -4.69 7.21 -4.69
O -4.78 6.12 -5.70
O -3.78 8.51 -5.28
C -2.70 8.16 -6.16
C -1.64 9.19 -5.76
C -3.46 6.69 -3.34
H -3.00 8.32 -7.19
H -2.43 7.11 -6.06
H -2.02 10.20 -5.61
H -0.89 9.32 -6.55
H -1.28 8.81 -4.81
H -3.00 7.58 -2.93
H -2.68 6.03 -3.74
H -4.05 6.10 -2.64
O -4.36 2.33 4.01
S -5.24 3.37 4.45
O -4.81 4.78 4.22
O -6.76 3.27 3.81
C -7.65 4.32 3.99
C -9.05 3.72 3.66
C -5.69 3.12 6.26
H -7.34 5.07 3.26
H -7.70 4.73 5.00
H -9.06 2.85 3.00
H -9.72 4.35 3.09
H -9.57 3.35 4.55
H -6.11 2.11 6.21
H -6.42 3.86 6.58
H -4.77 3.10 6.83
O -4.45 -6.09 5.08
S -4.95 -4.73 5.53
O -6.21 -4.53 6.23
O -3.83 -4.13 6.54
C -2.46 -4.36 6.24
C -1.67 -4.10 7.53
C -4.86 -3.54 4.17
H -2.08 -3.64 5.51
H -2.27 -5.31 5.74
H -1.85 -4.93 8.22
H -1.91 -3.14 7.97
H -0.66 -4.29 7.15
H -5.53 -3.78 3.34
H -3.84 -3.36 3.83
H -5.38 -2.64 4.52
O 6.48 -0.35 -2.44
S 7.90 -0.74 -2.44
O 8.80 -0.33 -3.54
O 8.55 -0.22 -0.96
C 9.97 -0.29 -0.74
C 10.48 1.20 -0.68
C 8.14 -2.59 -2.03
H 10.40 -0.85 -1.57
H 10.17 -0.79 0.21
H 10.23 1.65 -1.63
H 11.57 1.16 -0.73
H 10.16 1.73 0.22
H 7.46 -2.86 -1.22
H 9.18 -2.71 -1.74
H 7.87 -3.13 -2.94
O 4.08 4.75 -0.35
S 4.86 5.93 0.00
O 5.61 5.91 1.23
O 5.91 6.29 -1.24
C 5.27 6.18 -2.46
C 6.35 6.43 -3.60
C 3.87 7.52 0.08
H 4.54 6.99 -2.51
H 4.64 5.31 -2.65
H 7.24 5.84 -3.36
H 6.69 7.46 -3.60
H 5.91 6.39 -4.59
H 3.41 7.43 1.07
H 3.16 7.62 -0.74
H 4.61 8.31 0.13
O 2.70 -6.96 -7.57
S 2.09 -7.92 -6.65
O 1.22 -8.92 -7.25
O 3.34 -8.63 -5.84
C 3.00 -9.80 -5.03
C 4.10 -9.93 -3.98
C 1.27 -6.97 -5.29
H 2.97 -10.68 -5.67
H 2.07 -9.61 -4.51
H 3.95 -10.76 -3.29
H 4.07 -9.09 -3.28
H 5.08 -10.07 -4.43
H 1.02 -6.03 -5.79
H 2.04 -6.87 -4.53
H 0.40 -7.53 -4.94
*
```

---

The following is a DFT calculation (ωB97M-V with the def2-TZVPD basis set) of a cluster of 8 separate species, C25H68NO28P7 in total.

Lowest unoccupied orbital energy in hartree: 0.013
SMILES: COP(=O)(OC)OC.COP(=O)(OC)OC.COP(=O)(OC)OC.COP(=O)(OC)OC.COP(=O)(OC)OC.COP(=O)(OC)OC.COP(=O)(OC)OC.c1cc[nH]c1
Relative energy (zero: lowest compared OMol25 entry of this formula, charge and spin) in kcal per mole: 0.00
Calculated total energy in eV: -150883.521
Highest occupied orbital energy in eV: -8.40

```
! RIJCOSX wB97M-V def2-TZVPD def2/J DEFGRID3
* xyz 0 1
C 4.74 -1.20 -0.20
O 5.32 -0.19 0.61
P 6.14 1.07 0.06
O 5.50 1.90 -0.96
O 6.58 1.94 1.35
C 6.70 1.44 2.68
O 7.60 0.46 -0.30
C 8.21 0.76 -1.57
H 3.73 -1.10 -0.59
H 4.77 -2.12 0.39
H 5.41 -1.40 -1.04
H 7.76 1.26 2.89
H 6.26 0.44 2.70
H 6.25 2.07 3.44
H 7.91 0.09 -2.37
H 9.27 0.62 -1.36
H 8.06 1.80 -1.84
C -2.18 3.02 -3.37
O -2.43 4.15 -2.55
P -3.72 4.25 -1.66
O -5.02 3.88 -2.24
O -3.70 5.80 -1.12
C -4.93 6.39 -0.74
O -3.34 3.40 -0.38
C -4.03 3.46 0.84
H -2.85 2.20 -3.09
H -1.18 2.61 -3.23
H -2.35 3.28 -4.42
H -5.29 6.89 -1.65
H -4.89 7.13 0.05
H -5.73 5.72 -0.41
H -5.12 3.41 0.75
H -3.83 4.43 1.30
H -3.82 2.67 1.56
C 1.83 -3.80 -0.92
O 2.42 -4.88 -1.67
P 1.57 -6.26 -1.68
O 0.95 -6.58 -0.38
O 2.59 -7.41 -2.13
C 3.59 -7.79 -1.18
O 0.60 -6.13 -2.94
C -0.70 -5.57 -2.73
H 1.77 -2.89 -1.51
H 2.33 -3.55 0.01
H 0.85 -4.11 -0.55
H 4.46 -7.15 -1.36
H 3.91 -8.81 -1.35
H 3.32 -7.55 -0.16
H -1.49 -6.06 -3.30
H -0.68 -4.57 -3.16
H -0.96 -5.47 -1.67
C -1.62 4.68 6.95
O -0.86 4.12 5.89
P -1.49 3.97 4.43
O -2.90 3.52 4.46
O -1.22 5.35 3.66
C -1.46 5.47 2.26
O -0.48 2.95 3.71
C -0.38 1.64 4.27
H -2.70 4.56 6.88
H -1.42 5.76 7.00
H -1.25 4.27 7.89
H -2.17 6.20 1.86
H -1.59 4.55 1.70
H -0.51 5.80 1.83
H -0.57 0.79 3.61
H -1.09 1.48 5.09
H 0.67 1.51 4.53
C 2.74 1.12 -2.57
O 3.84 0.64 -3.31
P 3.67 -0.52 -4.39
O 2.53 -0.27 -5.28
O 5.13 -0.50 -5.06
C 6.20 -1.35 -4.73
O 3.64 -1.82 -3.48
C 3.15 -2.99 -4.15
H 3.07 1.76 -1.75
H 2.18 0.30 -2.10
H 2.08 1.73 -3.18
H 6.95 -0.71 -4.25
H 6.74 -1.77 -5.58
H 5.92 -2.26 -4.19
H 3.83 -3.83 -4.00
H 2.94 -2.91 -5.21
H 2.28 -3.44 -3.66
C -4.25 0.01 -1.06
O -4.13 -1.01 -2.04
P -2.79 -1.81 -2.38
O -1.94 -2.19 -1.22
O -3.33 -3.06 -3.19
C -4.05 -4.04 -2.46
O -2.12 -0.87 -3.51
C -0.72 -0.65 -3.61
H -4.55 -0.40 -0.09
H -5.00 0.71 -1.38
H -3.34 0.55 -0.77
H -3.35 -4.86 -2.29
H -4.96 -4.46 -2.90
H -4.45 -3.68 -1.51
H -0.17 -1.17 -2.82
H -0.49 0.41 -3.47
H -0.40 -0.93 -4.61
C -5.43 -3.34 4.69
O -5.09 -2.45 3.67
P -4.32 -1.09 4.04
O -3.17 -1.26 4.96
O -3.93 -0.54 2.61
C -2.69 -0.90 2.04
O -5.44 -0.13 4.56
C -5.17 1.19 5.03
H -6.38 -3.85 4.46
H -5.58 -3.13 5.74
H -4.89 -4.29 4.60
H -2.67 -0.96 0.95
H -2.28 -1.80 2.50
H -1.96 -0.11 2.26
H -5.80 1.88 4.46
H -4.14 1.53 4.92
H -5.53 1.33 6.05
C 1.01 2.48 0.82
C -0.25 2.10 0.27
C -0.18 0.73 0.10
N 1.05 0.29 0.50
C 1.77 1.35 0.98
H 1.15 3.47 1.22
H -1.16 2.65 0.09
H -1.03 0.09 -0.09
H 1.39 -0.65 0.55
H 2.75 1.06 1.33
*
```

---

The following is a DFT calculation (ωB97M-V with the def2-TZVPD basis set) of a cluster of 9 separate species, C25H68O9 in total.

Lowest unoccupied orbital energy in hartree: 0.014
SMILES: CC(C)O.CC(C)O.CC(C)O.CC(C)O.CC(C)O.CC(C)O.CC(C)O.CC(C)O.CO
Relative energy (zero: lowest compared OMol25 entry of this formula, charge and spin) in kcal per mole: 249.86
Calculated total energy in eV: -45444.337
Highest occupied orbital energy in eV: -8.57

```
! RIJCOSX wB97M-V def2-TZVPD def2/J DEFGRID3
* xyz 0 1
C -16.36 -10.44 -19.37
C -15.88 -9.71 -20.58
C -15.24 -8.41 -20.07
O -14.93 -10.27 -21.25
H -15.54 -10.51 -18.68
H -16.69 -11.47 -19.58
H -17.24 -9.93 -18.94
H -16.67 -9.35 -21.27
H -15.87 -7.83 -19.42
H -15.05 -7.78 -20.93
H -14.31 -8.59 -19.50
H -15.30 -10.76 -22.02
C -13.97 -6.59 -27.40
C -12.81 -5.63 -27.22
C -12.73 -4.65 -28.37
O -12.91 -4.91 -26.23
H -13.78 -7.40 -28.06
H -14.75 -6.04 -27.87
H -14.28 -7.02 -26.48
H -11.90 -6.16 -27.08
H -13.68 -4.23 -28.68
H -12.26 -5.11 -29.25
H -12.07 -3.83 -28.18
H -13.35 -4.10 -26.46
C -15.26 -11.46 -25.41
C -16.42 -10.94 -24.53
C -17.78 -11.44 -25.04
O -16.40 -11.30 -23.37
H -15.34 -11.22 -26.47
H -15.34 -12.53 -25.33
H -14.37 -11.03 -24.90
H -16.37 -9.84 -24.56
H -17.91 -11.07 -26.08
H -18.68 -11.23 -24.49
H -17.91 -12.51 -25.05
H -16.58 -12.23 -23.35
C -18.86 -8.80 -22.94
C -18.90 -7.69 -21.93
C -17.75 -6.70 -22.08
O -19.88 -6.99 -22.00
H -19.54 -9.64 -22.76
H -17.87 -9.23 -22.93
H -19.04 -8.47 -23.91
H -18.84 -8.00 -20.90
H -17.79 -6.27 -23.03
H -16.83 -7.27 -21.89
H -17.84 -5.87 -21.31
H -19.63 -6.13 -21.68
C -16.79 -8.74 -27.57
C -17.89 -8.14 -26.70
C -17.24 -7.12 -25.77
O -18.73 -7.47 -27.26
H -16.44 -8.02 -28.31
H -17.06 -9.69 -27.96
H -15.94 -8.99 -26.94
H -18.40 -8.94 -26.09
H -17.97 -6.49 -25.26
H -16.54 -6.48 -26.28
H -16.87 -7.71 -24.96
H -19.01 -7.91 -28.07
C -9.92 -8.50 -21.87
C -11.25 -7.92 -22.33
C -12.20 -8.05 -21.16
O -11.21 -6.70 -22.65
H -9.67 -8.11 -20.88
H -9.09 -8.43 -22.60
H -10.08 -9.53 -21.71
H -11.60 -8.47 -23.20
H -12.67 -9.06 -21.19
H -13.04 -7.34 -21.27
H -11.67 -7.90 -20.22
H -12.10 -6.46 -22.99
C -15.67 -4.52 -23.79
C -15.44 -3.91 -22.40
C -14.61 -4.89 -21.54
O -14.84 -2.85 -22.42
H -14.78 -4.55 -24.46
H -16.43 -3.92 -24.28
H -15.97 -5.52 -23.80
H -16.39 -3.82 -21.87
H -13.66 -5.26 -22.00
H -15.32 -5.66 -21.31
H -14.39 -4.42 -20.60
H -15.45 -2.23 -22.78
C -12.72 -9.95 -27.06
C -11.68 -9.90 -25.93
C -11.06 -8.57 -25.78
O -12.10 -10.29 -24.82
H -13.12 -10.94 -27.18
H -12.17 -9.60 -27.95
H -13.51 -9.24 -26.86
H -10.90 -10.52 -26.13
H -11.75 -7.93 -25.28
H -10.70 -8.31 -26.82
H -10.19 -8.61 -25.10
H -12.34 -11.20 -24.95
C -14.39 -8.00 -23.89
O -13.56 -6.83 -23.98
H -14.80 -8.25 -24.82
H -15.19 -7.70 -23.28
H -13.75 -8.84 -23.59
H -13.30 -6.61 -24.84
*
```